# 1
A 5-piece molecular cluster, C3H16O5 overall in a non-equilibrium geometry. Source: the Open Molecules 2025 dataset; level of theory: ωB97M-V/def2-TZVPD.

```
24
C3H16O5 | the Open Molecules 2025 dataset | ωB97M-V/def2-TZVPD
C -0.4156 -1.3977 1.8834
C -0.0973 -0.8858 0.4707
C -0.0808 0.7654 0.4147
O -0.9763 1.4576 1.2458
H -0.9384 -0.6212 2.5489
H -0.8041 -2.3913 1.8008
H 0.5595 -1.5007 2.3799
H -0.9351 -0.9343 -0.2661
H 0.8852 -1.3085 0.1239
H -0.5230 1.0826 -0.5556
H 0.9541 0.9529 0.4058
H -0.7783 1.3626 2.1989
O -3.6475 -0.8606 0.7978
H -3.9531 0.0387 0.9463
H -2.6831 -0.6301 0.7416
O 0.0797 3.3651 -1.5309
H 0.4590 2.4891 -1.6932
H -0.5709 3.2655 -0.8056
O 1.1062 -1.7951 -2.2048
H 0.9270 -2.5345 -2.7768
H 1.7732 -1.8506 -1.4934
O 3.4563 0.5713 -1.8594
H 3.6543 0.4682 -0.9234
H 2.5491 0.8912 -1.8493
```

The spin multiplicity is 1. The LUMO energy comes out at 0.216 eV. Its SMILES is CCCO.O.O.O.O. The total charge is 0. As for the HOMO energy: -10.493 eV. The gap between HOMO and LUMO is 10.709 eV.

=====

# 2
C3H17B2ClCo2N3O10 as an isolated structure in a non-equilibrium geometry. Source: the Open Molecules 2025 dataset; level of theory: ωB97M-V/def2-TZVPD.

```
38
C3H17B2ClCo2N3O10 | the Open Molecules 2025 dataset | ωB97M-V/def2-TZVPD
Co 4.1398 -1.0469 0.0297
Co -3.2333 5.9602 0.1220
Cl -1.5107 0.3899 0.2741
O -2.2848 0.0873 -0.8905
O -0.2649 -0.3266 0.1940
O -1.1339 1.8064 0.0779
O -2.2251 0.2086 1.4868
B -1.3319 6.9652 2.9476
H -0.3335 6.9131 2.5419
H -1.9636 7.5521 2.2990
H -1.7467 5.9745 3.0520
H -1.3198 7.4756 3.8982
B 4.8271 1.6988 -1.9786
H 3.8720 1.6072 -1.4850
H 5.2286 0.7603 -2.3281
H 4.6835 2.3646 -2.8155
H 5.4304 2.1683 -1.2170
C -3.3108 4.1969 -6.5287
N -4.1032 3.7646 -5.3581
O -4.0001 4.4206 -4.3489
O -4.7047 2.6722 -5.4070
H -3.9996 4.4623 -7.3307
H -2.5369 3.4465 -6.6901
H -2.8537 5.1214 -6.1760
C 4.5290 -4.9882 5.4574
N 3.6200 -4.9397 4.2065
O 2.6340 -5.6067 4.1662
O 3.8923 -4.1601 3.2847
H 4.9476 -5.9939 5.4937
H 3.7331 -4.9249 6.1995
H 5.1830 -4.1342 5.6339
C -2.5292 -6.2137 0.5453
N -1.3357 -6.4119 -0.2856
O -0.5702 -7.3642 -0.1512
O -1.1306 -5.5238 -1.1669
H -3.3999 -6.7466 0.1632
H -2.5786 -5.1254 0.5112
H -2.3195 -6.5094 1.5733
```

The spin multiplicity is 7. The LUMO energy (alpha / beta) comes out at -6.188 / -8.698 eV. The expectation value of S² is 12.04. The total charge is +1. As for the HOMO energy (alpha / beta): -11.454 / -10.233 eV. The gap between HOMO and LUMO (alpha / beta) is 5.265 / 1.535 eV.

=====

# 3
C3H18B3BeCl6 as an isolated structure in a non-equilibrium geometry. Source: the Open Molecules 2025 dataset; level of theory: ωB97M-V/def2-TZVPD.

```
31
C3H18B3BeCl6 | the Open Molecules 2025 dataset | ωB97M-V/def2-TZVPD
Be -5.7309 18.7082 -7.3236
B -5.8411 20.5511 -8.6950
H -5.8348 21.4159 -9.4829
H -5.6577 19.5242 -9.2568
H -4.9727 20.6478 -7.8890
H -6.8910 20.5762 -8.1416
B -3.8427 17.5367 -6.1063
H -2.8982 17.4732 -5.4108
H -4.7818 17.8897 -5.4937
H -3.6471 18.4212 -6.9150
H -4.0017 16.5674 -6.7379
B -7.0241 16.9566 -6.3028
H -7.7164 17.2190 -7.2189
H -6.0092 16.5328 -6.7147
H -6.8619 17.9885 -5.7157
H -7.5273 16.1076 -5.6716
C -8.9627 18.8989 -9.9102
Cl -10.1315 18.9044 -8.5741
Cl -7.5801 17.8748 -9.5594
H -9.4629 18.5486 -10.8066
H -8.6569 19.9330 -10.0392
C -4.1474 16.8036 -10.9249
Cl -4.4894 15.0857 -11.3023
Cl -4.1021 17.0299 -9.1752
H -3.2591 17.0955 -11.4714
H -5.0245 17.3333 -11.2847
C -5.7410 21.8226 -3.8594
Cl -5.5434 20.6753 -5.2033
Cl -5.3056 21.0306 -2.3426
H -5.0404 22.6430 -3.9792
H -6.7331 22.2492 -3.7568
```

The spin multiplicity is 1. The LUMO energy comes out at 2.608 eV. The total charge is -1. As for the HOMO energy: -5.463 eV. The gap between HOMO and LUMO is 8.071 eV.

=====

# 4
A 6-piece molecular cluster, C3H18N6O6 overall in a non-equilibrium geometry. Source: the Open Molecules 2025 dataset; level of theory: ωB97M-V/def2-TZVPD.

```
33
C3H18N6O6 | the Open Molecules 2025 dataset | ωB97M-V/def2-TZVPD
N -16.5429 -7.4749 25.7724
C -15.4752 -8.1017 26.1474
N -15.8677 -9.2706 26.5554
O -14.3257 -7.6443 26.1614
H -17.4276 -7.9591 25.7184
H -16.4067 -6.5247 25.4584
H -15.0337 -9.8107 26.7366
H -16.8246 -9.4261 26.8385
N -16.8417 1.9217 22.7299
C -17.8082 1.8963 21.8348
N -17.4617 1.2591 20.7822
O -18.8646 2.4250 22.0173
H -15.9659 1.4501 22.5549
H -16.9034 2.5962 23.4791
H -18.0827 1.1336 19.9956
H -16.5646 0.8105 20.9012
N -22.7328 1.1005 21.3785
C -23.1817 -0.1099 21.2935
N -22.2369 -1.0118 21.1649
O -24.3271 -0.4039 21.2874
H -23.4145 1.8271 21.5444
H -21.7558 1.3317 21.2686
H -22.5957 -1.9267 21.3979
H -21.2890 -0.8458 21.4715
O -17.4257 -2.8375 19.2512
H -17.7134 -3.5238 18.6492
H -17.0397 -2.1686 18.6857
O -17.6632 -3.4489 22.7636
H -17.6923 -2.9281 21.9610
H -17.7910 -4.3507 22.4694
O -15.8484 -3.1616 25.8181
H -16.4826 -3.1210 25.1022
H -15.8881 -2.2953 26.2233
```

The spin multiplicity is 1. The LUMO energy comes out at -0.160 eV. Its SMILES is NC(N)=O.NC(N)=O.NC(N)=O.O.O.O. The total charge is 0. As for the HOMO energy: -9.681 eV. The gap between HOMO and LUMO is 9.521 eV.

=====

# 5
A 8-piece molecular cluster, C3H18NO10 overall in a non-equilibrium geometry. Source: the Open Molecules 2025 dataset; level of theory: ωB97M-V/def2-TZVPD.

```
32
C3H18NO10 | the Open Molecules 2025 dataset | ωB97M-V/def2-TZVPD
C -1.9021 -1.1738 0.1883
N -0.9570 -0.3379 -0.4287
C -0.2100 0.6602 0.2732
C 0.5328 1.7812 -0.7340
O 0.2922 2.9860 -0.6419
O 1.4337 1.1743 -1.3405
O -2.1179 -0.9981 1.4013
H -2.5731 -1.8422 -0.4033
H -0.8770 -0.4245 -1.4823
H -0.8035 1.3977 0.8480
H 0.5496 0.2187 0.9859
H -2.1578 0.2598 2.5921
H -2.0393 1.7425 2.4786
O -1.9542 1.1123 3.1003
H 2.4622 -3.2103 0.3753
H 1.8880 -2.3766 1.5253
O 2.7073 -2.5832 1.0588
H 0.0414 -1.4169 2.2358
H 0.6787 -1.8068 3.6305
O 0.7667 -1.8160 2.6972
H 2.7636 -1.5430 -0.3972
H 2.1569 -0.3209 -1.0359
O 2.6032 -1.1691 -1.2475
H -0.3793 1.0127 -3.1358
H 0.5037 0.0320 -3.9486
O -0.4097 0.2169 -3.7388
H -0.0633 -2.1621 -3.0979
H 0.5709 -2.9895 -2.0562
O -0.3497 -2.6446 -2.2570
H -1.3747 4.0783 0.5664
H -0.3076 3.2511 1.2206
O -1.0795 3.8290 1.4349
```

The spin multiplicity is 2. The LUMO energy (alpha / beta) comes out at -0.165 / -4.951 eV. The expectation value of S² is 0.76. The total charge is 0. As for the HOMO energy (alpha / beta): -10.917 / -10.896 eV. The gap between HOMO and LUMO (alpha / beta) is 10.752 / 5.945 eV.

=====

# 6
A 5-piece molecular cluster, C3H18NO4 overall in a non-equilibrium geometry. Source: the Open Molecules 2025 dataset; level of theory: ωB97M-V/def2-TZVPD.

```
26
C3H18NO4 | the Open Molecules 2025 dataset | ωB97M-V/def2-TZVPD
C -1.3161 -1.1238 2.8539
C -0.2256 -0.2934 2.0674
N -0.5583 -0.0488 0.6025
C 0.2953 1.0082 0.0009
H -1.3038 -2.1336 2.6335
H -1.2950 -1.0842 3.8782
H -2.3560 -0.7201 2.6654
H -0.0031 0.7153 2.5113
H 0.6949 -0.9985 2.1317
H -1.6003 0.2016 0.4234
H -0.4463 -0.9929 0.1000
H -0.0522 2.1033 0.3000
H 0.3243 0.7995 -1.2080
H 1.4146 1.0431 0.1816
H 2.6948 -0.3390 2.3502
H 3.5365 0.9683 2.4578
O 2.9647 0.4686 2.0864
H -0.1381 -2.9597 -1.1612
H -0.8704 -1.9054 -1.8274
O -0.6920 -2.2291 -0.9045
H 0.6226 2.6493 -3.6516
H 0.1784 3.2747 -2.3939
O 0.9977 2.8741 -2.8093
H -2.3824 -1.0485 -3.4054
H -0.9111 -0.4103 -3.6420
O -1.6105 -0.6595 -2.8844
```

The spin multiplicity is 2. The LUMO energy (alpha / beta) comes out at -7.487 / -15.386 eV. The expectation value of S² is 0.76. The total charge is +2. As for the HOMO energy (alpha / beta): -18.170 / -18.081 eV. The gap between HOMO and LUMO (alpha / beta) is 10.683 / 2.695 eV.

=====

# 7
A 5-piece molecular cluster, C3H18NO5 overall in a non-equilibrium geometry. Source: the Open Molecules 2025 dataset; level of theory: ωB97M-V/def2-TZVPD.

```
27
C3H18NO5 | the Open Molecules 2025 dataset | ωB97M-V/def2-TZVPD
O -1.0488 1.1640 -2.2977
C -1.4562 1.2762 -0.9180
C -0.3390 1.1276 0.0740
N 0.3793 -0.2783 -0.1098
C 1.3104 -0.3826 -1.3404
H -0.8518 2.0093 -2.8656
H -2.0877 2.1337 -0.5170
H -2.0890 0.3308 -0.9247
H -0.6944 1.1041 1.1061
H 0.5023 1.7572 -0.2338
H -0.3120 -0.8991 -0.1807
H 0.9849 -0.4969 0.7300
H 0.6763 -0.4457 -2.2398
H 1.9051 -1.4125 -1.2199
H 1.8329 0.5470 -1.2420
H 0.2916 -2.7616 2.5611
H -0.7430 -2.9099 1.5099
O -0.1797 -2.2423 1.9663
H 3.3140 -0.3521 1.8846
H 3.6136 0.5942 0.5436
O 2.9385 0.0782 1.0876
H 0.8165 2.2905 2.9099
H -0.3127 1.3464 3.1959
O 0.1101 1.8929 2.4170
H -1.7734 -2.1450 -2.4333
H -2.9732 -1.7753 -1.6510
O -2.0508 -2.0295 -1.5556
```

The spin multiplicity is 1. The LUMO energy comes out at -2.676 eV. The total charge is +1. As for the HOMO energy: -13.860 eV. The gap between HOMO and LUMO is 11.184 eV.

=====

# 8
A 7-piece molecular cluster, C3H18NO8 overall in a non-equilibrium geometry. Source: the Open Molecules 2025 dataset; level of theory: ωB97M-V/def2-TZVPD.

```
30
C3H18NO8 | the Open Molecules 2025 dataset | ωB97M-V/def2-TZVPD
C 2.0015 0.9379 -0.0051
C 0.4197 0.8296 0.1987
C -0.2327 1.7903 1.3318
O 0.0965 1.4053 2.4396
O -1.0033 2.6260 0.8697
N 2.4321 -0.1265 -0.9743
H 2.3081 1.9467 -0.3845
H 2.4603 0.7228 1.0040
H -0.1160 1.0317 -0.6830
H 0.3186 -0.1473 0.5933
H 1.6985 -0.4960 -1.4852
H 2.9595 -0.7191 -0.4007
H 0.8575 -1.7648 -2.6888
H -0.4531 -1.3594 -3.2330
O 0.0806 -2.1944 -3.0206
H -1.1678 3.3140 -1.1469
H -0.0419 2.4518 -1.8523
O -0.8820 2.8513 -2.0458
H -0.4512 -1.2351 2.9791
H 0.5394 -0.0331 2.9521
O 0.5475 -1.0555 3.0046
H 0.5774 -3.1528 1.0717
H 1.3163 -2.6701 2.3370
O 1.2804 -3.3910 1.5956
H -2.1120 -3.0352 -0.9353
H -1.8987 -1.6745 -0.1891
O -2.4598 -2.4448 -0.2706
H -1.7349 1.3254 -1.9902
H -2.6509 0.1647 -1.8986
O -1.7305 0.3118 -2.1203
```

The spin multiplicity is 1. The LUMO energy comes out at 3.069 eV. The total charge is -1. As for the HOMO energy: -5.084 eV. The gap between HOMO and LUMO is 8.153 eV.

=====

# 9
A 6-piece molecular cluster, C3H18O6 overall in a non-equilibrium geometry. Source: the Open Molecules 2025 dataset; level of theory: ωB97M-V/def2-TZVPD.

```
27
C3H18O6 | the Open Molecules 2025 dataset | ωB97M-V/def2-TZVPD
C -5.6213 10.8028 1.6613
O -6.7823 10.3680 2.3378
H -5.8229 10.7570 0.6071
H -5.2469 11.7736 2.0048
H -4.7117 10.1094 1.7097
H -6.9561 10.8638 3.1911
C -3.2037 6.6343 5.9497
O -3.0180 7.9725 6.5578
H -4.1452 6.2036 6.1978
H -3.2972 6.8778 4.8880
H -2.3694 5.9179 6.0659
H -2.2784 8.0071 7.1779
C -8.6554 12.5209 4.5278
O -7.9546 11.2904 4.6729
H -8.0189 13.3609 4.2332
H -9.2896 12.3415 3.6602
H -9.1825 12.7792 5.3912
H -7.8118 11.0794 5.6169
O -6.6394 9.2349 6.3885
H -6.5799 8.6067 7.1100
H -6.5143 8.6819 5.6329
O -1.8975 7.6630 3.2840
H -1.4039 8.3567 2.8648
H -2.4308 8.1659 3.9298
O -4.8043 9.1540 4.3447
H -4.9136 9.7502 5.0777
H -5.2513 9.5638 3.5968
```

The spin multiplicity is 1. The LUMO energy comes out at 0.579 eV. Its SMILES is CO.CO.CO.O.O.O. The total charge is 0. As for the HOMO energy: -10.041 eV. The gap between HOMO and LUMO is 10.620 eV.

=====

E (computed, Eh): -500.0163, -4315.0144, -2975.3725, -905.1271, -932.1593, -479.9463, -555.7549, -781.8389, -576.4622